{
  "formula": "C5H7NO",
  "method": "ωB97M-V/def2-TZVPD",
  "species": ["H", "C", "H", "H", "H", "C", "O", "C", "H", "N", "H", "C", "H", "C"],
  "coordinates": [[0.8156, -0.3528, 1.9354], [-1.5468, 0.7904, 0.4049], [-0.8344, -0.9047, -0.6570], [-1.6164, 1.0318, 1.5028], [1.0575, -1.6023, 0.9507], [0.7338, -0.5810, 0.9045], [0.5089, 0.5547, -0.9160], [4.2431, 0.7262, -0.3719], [-1.3574, 1.8730, -0.0435], [2.8477, 0.4095, -0.1994], [4.9068, 0.0142, -0.9339], [-0.4154, -0.1231, -0.0362], [-2.5408, 0.4850, 0.0920], [1.5037, 0.1278, -0.1415]],
  "atomic_forces_ev_per_a": [[-0.2901, 1.4103, 0.8478], [0.3954, 3.2037, 0.6297], [-0.0839, -0.5400, 0.2452], [0.3324, -0.6753, -0.9109], [-0.5035, -1.0091, -0.6515], [-0.0226, -0.2714, -1.2541], [0.4982, 0.4518, -0.2402], [-5.7765, -0.2449, 1.3247], [-0.3753, -2.2831, 0.6291], [0.5465, -0.7077, -1.6019], [-1.4390, -0.3581, 0.0952], [-1.9880, -0.6278, 0.2533], [0.1062, -0.2222, -0.1704], [8.6001, 1.8738, 0.8039]],
  "orbital_gap_ev": 8.335,
  "lumo_ev": 0.8,
  "energy_ha": -324.5097,
  "relative_energy_kcal_mol": 134.8
}